(1)
Here is 2 unconnected molecules or ions with the total composition BrH2P in a non-equilibrium geometry from the OMol25 dataset. Energies are from the ωB97M-V functional and the def2-TZVPD basis.

Last column: Mulliken charge in e.
Geometry (Å):
P 0.01840 -0.76495 -0.03263  0.007
Br 1.87814 0.34576 -0.01397  -0.084
H -0.28196 -0.51000 1.31956  0.087
H -1.61457 0.92918 -1.27295  -0.010

Atoms 1-2, force components in eV/Å:
-0.88 0.03 -0.63
0.52 0.33 -0.01

Results
Gap between HOMO and LUMO (spin up / spin down)   8.11 / 8.59 eV
Calculated total energy   -2916.439080 hartree
LUMO (spin up / spin down)   -0.684 / -1.357 eV
HOMO (spin up / spin down)   -8.8 / -10.0 eV
Total charge   0
Strongest force on any atom   1.08 eV/Å
2S+1   1



(2)
Here is 10 unconnected molecules or ions with the total composition C22H60F3O11 in a non-equilibrium geometry from the OMol25 dataset. Energies are from the ωB97M-V functional and the def2-TZVPD basis.

Last column: Mulliken charge in e.
Geometry (Å):
C -0.38656 -1.89654 -0.02242  -0.603
O -0.68713 -0.56720 -0.48742  1.374
O -0.87194 -2.74577 -0.99019  -0.844
C 1.14681 -1.92076 0.40393  0.811
F 1.37350 -1.26481 1.57847  -0.094
F 1.51569 -3.23732 0.53486  -0.321
F 1.85673 -1.42644 -0.55688  -0.198
C -0.66579 0.59417 0.42723  -1.091
C -1.65156 1.57330 -0.29095  0.241
H -1.58768 1.30820 -1.34629  -0.481
H -2.69018 1.33519 -0.06147  0.350
H -1.59214 2.64497 -0.10099  0.107
H 0.37437 0.91923 0.44958  0.042
H -0.87472 0.33898 1.46614  0.231
H -0.87476 -1.99751 0.94690  0.320
C 0.10265 1.10475 -3.51590  -1.119
C -1.33938 0.53270 -3.85560  0.013
O -1.39541 -0.81868 -3.34906  -0.549
H -0.00547 2.13596 -3.85208  0.534
H 0.84237 0.65453 -4.17788  0.211
H 0.50074 1.00413 -2.50620  0.081
H -1.55235 0.51916 -4.92451  0.484
H -2.03281 1.25389 -3.42298  -0.240
H -1.15303 -0.78385 -2.42082  0.129
C -4.54457 -1.05532 -0.12374  -0.826
C -4.75690 -1.20505 -1.57334  -0.109
O -4.27592 -2.46411 -2.03600  -0.460
H -4.97215 -1.95879 0.31101  0.406
H -5.11114 -0.21993 0.28763  0.301
H -3.46466 -1.02807 0.02168  -0.134
H -4.43953 -0.27476 -2.04445  0.043
H -5.81126 -1.40622 -1.76298  0.456
H -4.99670 -2.81511 -2.56409  0.283
C -0.13213 -5.03523 2.93952  -0.633
C -0.01976 -5.90732 1.73947  -0.417
O -0.82370 -5.45767 0.70041  -0.580
H -1.06739 -5.24970 3.45662  0.316
H 0.07653 -3.97003 2.83998  0.016
H 0.61915 -5.21402 3.70875  0.301
H -0.15769 -6.96063 1.98366  0.375
H 0.98991 -5.86963 1.33050  0.237
H -0.49381 -4.59353 0.44342  0.215
C 3.29602 -3.01352 -3.87877  -1.141
C 1.86694 -2.37109 -4.24671  0.025
O 0.82926 -2.80894 -3.43957  -0.395
H 3.13392 -3.97461 -3.39078  0.297
H 3.83354 -2.45907 -3.10951  0.241
H 4.04327 -3.04960 -4.67150  0.384
H 1.51836 -2.59940 -5.25392  0.409
H 2.01922 -1.29178 -4.24488  -0.017
H 1.07057 -2.56896 -2.54192  0.070
C 3.53515 3.00021 1.62647  -1.472
C 3.82676 1.68791 0.95830  0.159
O 5.16863 1.74705 0.59029  -0.495
H 2.48755 3.02228 1.92674  0.340
H 3.77644 3.82370 0.95435  0.352
H 4.19579 3.07725 2.49001  0.359
H 3.14777 1.57165 0.11357  0.142
H 3.68971 0.99338 1.78712  0.161
H 5.63697 1.48142 1.38509  0.321
C 1.16342 -2.11497 4.60471  -0.739
C 0.84479 -2.78524 5.95211  -0.513
O 1.68296 -2.45000 7.01534  -0.465
H 1.35119 -1.04231 4.55756  0.585
H 0.22330 -2.14410 4.05387  0.204
H 1.89746 -2.67484 4.02520  0.092
H 0.84641 -3.86755 5.82283  0.177
H -0.18996 -2.50289 6.14619  0.307
H 1.55776 -1.53576 7.28008  0.290
C -4.56992 5.25046 -2.46212  -1.007
C -4.14357 3.84445 -2.12003  0.300
O -4.32507 3.18799 -3.34497  -0.505
H -5.53599 5.28538 -2.96570  0.372
H -3.74535 5.59982 -3.08351  0.334
H -4.62862 5.97067 -1.64606  0.088
H -4.80124 3.29674 -1.44506  0.263
H -3.13029 3.71148 -1.74098  -0.180
H -3.57845 3.35037 -3.92617  0.289
C 5.17804 -2.55058 2.67912  -1.018
C 5.25606 -1.72495 1.35591  0.357
O 6.10073 -2.37042 0.46287  -0.551
H 6.13237 -2.61177 3.20220  0.367
H 4.90433 -3.59806 2.55272  0.347
H 4.37346 -2.15816 3.30102  0.181
H 5.83025 -0.88262 1.74177  0.025
H 4.30004 -1.41898 0.93104  -0.034
H 5.67050 -3.17230 0.15711  0.317
C -3.16176 8.02139 0.19105  -0.940
C -1.69570 7.51639 0.02221  -2.264
O -1.90234 6.10302 0.01866  0.663
H -3.22758 9.10874 0.15319  0.646
H -3.61296 7.57468 1.07703  0.246
H -3.75860 7.71904 -0.66945  -0.043
H -0.96866 7.92549 0.72374  0.541
H -1.22975 7.69281 -0.94726  0.589
H -1.15298 5.60373 -0.31415  -0.240

Atoms 1-2, force components in eV/Å:
-1.73 -1.17 -1.55
0.10 1.31 1.12

Results
Gap between HOMO and LUMO (spin up / spin down)   1.53 / 6.39 eV
Calculated total energy   -2001.187670 hartree
LUMO (spin up / spin down)   3.866 / 3.817 eV
HOMO (spin up / spin down)   2.3 / -2.6 eV
Total charge   -2
Strongest force on any atom   3.97 eV/Å
2S+1   2



(3)
Here is a gas-phase ion, C6H16N3O3 (charge +1) in a non-equilibrium geometry from the OMol25 dataset. Energies are from the ωB97M-V functional and the def2-TZVPD basis.

Last column: Mulliken charge in e.
Geometry (Å):
N 3.54073 -0.87726 -0.10594  -0.411
C 2.25455 -0.63300 0.21766  0.650
N 1.60381 -1.55330 0.85840  -0.310
C 1.54469 0.55081 -0.24298  -0.683
C 0.64758 1.37235 0.64433  -0.677
C -0.79995 1.70371 -0.03487  -1.166
C -1.70126 0.62023 -0.64571  0.949
O -2.76136 1.37471 -1.15271  -0.592
O -1.07383 -0.04337 -1.79207  -0.607
C -2.17137 -0.53842 0.33755  -0.272
N -1.13878 -1.60885 0.32529  -0.620
O -3.41785 -1.00130 0.00823  -0.630
H 4.31206 -0.44531 -0.49342  0.191
H 3.92500 -1.86529 0.20167  0.231
H 0.52376 -1.37905 0.75499  0.365
H 2.09645 -2.32701 1.38295  0.270
H 0.93328 0.32792 -1.07453  0.353
H 2.24201 1.31391 -0.72749  0.338
H 0.44357 0.95007 1.66671  0.357
H 0.96793 2.35530 0.89170  0.453
H -1.42362 2.20066 0.76124  0.339
H -0.67052 2.45509 -0.79560  0.405
H -3.57171 0.87823 -1.01735  0.396
H -1.52035 0.31749 -2.61300  0.374
H -2.24042 -0.19120 1.36381  0.370
H -1.04650 -2.08774 -0.63138  0.294
H -1.53220 -2.30142 0.91824  0.261
H -3.52096 -1.49083 -0.84711  0.370

Atoms 1-2, force components in eV/Å:
-0.54 -4.90 2.47
2.39 -0.53 -0.62

Results
Gap between HOMO and LUMO   11.02 eV
Calculated total energy   -627.970224 hartree
LUMO   -2.689 eV
HOMO   -13.7 eV
Total charge   +1
Strongest force on any atom   5.52 eV/Å
2S+1   1